Computed, not measured: a 6-piece molecular cluster, C25H51N8O8 overall, with wB97M-V/def2-TZVPD.

```
92
C25H51N8O8 | the OMol25 dataset | wB97M-V/def2-TZVPD
O 1.70770 3.98871 -0.71362
O -4.59974 1.28442 -2.72055
O -1.53864 -3.77591 -2.71452
O 4.08810 -3.18994 -2.91853
O 0.35926 -0.00917 -2.33705
O -1.62849 2.45353 3.90593
O -3.35174 -2.88907 -1.81612
O 1.76584 -2.38828 3.30226
N 3.35980 -3.72518 4.13331
N 2.65012 5.41214 0.73833
N -5.33527 2.17573 -4.63439
N 2.18049 -3.34941 -4.08879
N -2.09978 0.34220 -0.85757
N -1.81887 1.22579 1.08570
N -3.01041 1.02991 4.97214
N 1.66068 -0.22483 -0.44052
C -4.34370 1.71961 -3.84277
C -3.19014 -0.03558 -0.09890
C -4.21079 -0.92400 -0.70920
C -3.03065 0.53169 1.12607
C 0.70940 0.37295 -1.24391
C -2.00843 1.93619 4.95484
C 0.00817 1.60084 -0.65288
C -3.78462 -2.39315 -0.53847
C 2.79319 -1.67371 5.34464
C 1.34619 -3.65896 -5.23561
C 2.61469 -1.05981 -1.19844
C 2.59131 -2.61338 4.18025
C -2.93807 1.77219 -4.39548
C -2.25235 -3.66102 -1.77935
C -5.23933 2.72371 -5.97792
C 4.38214 -4.15554 5.07233
C 3.73693 6.11520 1.39905
C 3.52481 -3.49814 -3.95936
C -3.57373 0.33101 6.11712
C 4.28081 -4.05557 -5.14151
C -1.27701 1.08866 -0.11569
C 4.09643 4.13370 -0.76986
C 2.72571 4.49686 -0.25507
C 1.04929 -0.96015 0.68651
C -1.37517 2.29406 6.27406
H -2.06628 -4.22111 -0.85768
H -0.92950 1.41328 6.73673
H 4.11831 -5.12959 5.48531
H -3.46158 -0.74532 5.98425
H -3.07463 0.62500 7.03254
H 3.98613 3.39522 -1.55749
H 4.48466 -3.44649 5.88572
H -5.62625 3.74275 -5.98845
H 4.16897 -3.40764 -6.01136
H -4.21117 2.73559 -6.32037
H -5.20130 -0.74409 -0.31704
H 4.69572 5.81526 0.99242
H 3.61788 7.19055 1.26376
H 1.84443 -1.41846 1.24956
H 5.34046 -4.24494 4.56002
H 3.81395 -1.29125 5.35855
H -2.95315 -2.45256 0.15730
H 5.33273 -4.11308 -4.88146
H -2.85692 1.16899 -5.29941
H 4.59855 5.01030 -1.17941
H 3.92517 -5.05598 -5.38946
H -4.63540 0.56225 6.20459
H 2.58507 -2.17885 6.28810
H -3.69600 0.45149 1.95660
H 4.70666 3.70808 0.02713
H 3.72334 5.89705 2.46746
H -5.83266 2.12027 -6.66495
H 0.59429 -4.39847 -4.95748
H 0.83382 -2.75751 -5.57488
H 0.60549 2.08915 0.09888
H -0.22980 2.25376 -1.48345
H 1.73056 -2.97684 -3.26705
H -2.24544 1.38011 -3.65772
H 3.17622 -4.30872 3.33205
H -3.39904 0.83707 4.06568
H 2.50021 -0.95355 -2.26578
H 0.51060 -0.28238 1.33827
H 3.62256 -0.74001 -0.95190
H 2.53624 -2.09121 -0.87437
H -2.65262 2.79949 -4.62116
H -6.24856 2.11558 -4.21137
H -0.59614 3.02807 6.09647
H -1.43417 1.75866 1.86005
H 0.39500 -1.74330 0.29796
H -4.59413 -2.98631 -0.12269
H -4.19920 -0.71413 -1.76906
H -1.97102 0.07103 -1.82080
H -2.11334 2.72335 6.95144
H 1.70727 5.61183 1.03323
H 2.10864 -0.83822 5.23633
H 1.94129 -4.05245 -6.05207
```

Summary:
F_max ... 0.0208 hartree/bohr
HOMO-LUMO gap ... 9.1081 eV
Net charge ... +1
E ... -55050.22520 eV
Multiplicity ... 1
LUMO level ... -1.674 eV
Highest occupied orbital energy ... -10.8 eV